A molecular structure, C19H45IN6O9S in a non-equilibrium geometry, computed with ωB97M-V with the def2-TZVPD basis set.

CARTESIAN COORDINATES (ANGSTROEM)
C 2.6628 -1.9095 1.2678
O 1.5442 -1.0468 1.6141
S 0.4236 -0.9125 0.4943
O -0.3681 0.2249 0.9239
O -0.5102 -2.2245 0.8062
I -0.5272 -3.0630 2.6231
H 3.4418 -1.6825 2.0046
H 3.0240 -1.6822 0.2556
H 2.3986 -2.9695 1.3133
C 2.6930 4.5652 -0.0774
O 3.1029 3.9678 -1.0562
N 1.7978 4.0802 0.8026
C 1.3294 4.8698 1.9242
C 1.2753 2.7338 0.6137
H 3.0241 5.5905 0.1718
H 1.5624 4.4030 2.8830
H 0.2483 5.0146 1.8668
H 1.8125 5.8458 1.8915
H 2.0793 1.9986 0.6393
H 0.7725 2.6492 -0.3503
H 0.5654 2.5117 1.4050
C 1.4692 -3.6794 -2.3895
O 1.7938 -2.6543 -1.8076
N 0.3831 -3.7984 -3.1714
C 0.0478 -5.0368 -3.8492
C -0.4862 -2.6451 -3.3340
H 2.0461 -4.6155 -2.2982
H 0.0360 -4.8930 -4.9314
H -0.9309 -5.4052 -3.5348
H 0.8042 -5.7827 -3.6096
H 0.0587 -1.8061 -3.7681
H -0.8845 -2.3225 -2.3713
H -1.3113 -2.9250 -3.9850
C 4.5462 -4.6636 1.8554
O 3.3725 -4.9910 1.8653
N 5.5177 -5.3079 2.5296
C 6.8993 -4.8808 2.4891
C 5.1495 -6.4708 3.3199
H 4.9193 -3.7971 1.2804
H 7.5431 -5.6630 2.0820
H 7.2618 -4.6200 3.4854
H 6.9814 -4.0019 1.8517
H 4.7022 -7.2410 2.6915
H 4.4221 -6.2042 4.0867
H 6.0451 -6.8665 3.7939
C -4.1022 -4.6241 -3.0234
O -3.0448 -4.6595 -3.6341
N -4.2036 -4.5243 -1.6857
C -5.4824 -4.4712 -1.0071
C -2.9835 -4.4578 -0.9023
H -5.0800 -4.6650 -3.5322
H -5.5938 -3.5399 -0.4488
H -5.5941 -5.3056 -0.3118
H -6.2806 -4.5281 -1.7452
H -2.3831 -3.5948 -1.1917
H -2.3774 -5.3524 -1.0460
H -3.2494 -4.3657 0.1483
C -0.9181 6.7034 -0.1122
O -1.8759 6.8717 0.6246
N -0.1655 7.6964 -0.6192
C 0.9627 7.4372 -1.4898
C -0.5103 9.0659 -0.2758
H -0.5790 5.7001 -0.4304
H 1.8905 7.8174 -1.0570
H 0.8227 7.9047 -2.4661
H 1.0663 6.3628 -1.6353
H -0.4632 9.2199 0.8025
H -1.5230 9.3046 -0.6006
H 0.1932 9.7346 -0.7671
C -5.7238 3.3027 1.3433
O -6.4794 2.3783 1.5938
N -4.4198 3.1636 1.0423
C -3.5695 4.2993 0.7480
C -3.8533 1.8275 1.0133
H -6.0558 4.3559 1.3412
H -3.1614 4.2237 -0.2628
H -2.7387 4.3700 1.4513
H -4.1456 5.2185 0.8190
H -4.3637 1.2050 0.2769
H -3.9517 1.3396 1.9830
H -2.8015 1.8927 0.7599

- E_HOMO: -8.763 eV
- Lowest unoccupied orbital energy: -0.90 eV
- Energy: -66735.46986 eV
- Orbital gap: 7.87 eV
- F_max: 0.0246 Eh/bohr

4 unconnected molecules or ions with the total composition C19H45N7O6S in a non-equilibrium geometry, computed with ωB97M-V with the def2-TZVPD basis set.

CARTESIAN COORDINATES (ANGSTROEM)
C -2.8011 1.3430 -0.0374
N -1.8778 1.3436 1.1383
C -2.5801 1.1473 2.4370
N -2.4988 -0.2331 3.0122
C -1.2982 -0.9940 2.5636
C -1.6427 -1.9723 1.3207
S -0.1152 -2.4814 0.3539
C -0.8071 -2.6651 -1.3692
N -2.1208 -3.2334 -1.5495
N -2.3962 -3.2088 -2.9023
C -1.2243 -2.6275 -3.5123
O -0.2033 -2.2723 -2.5870
C -3.7502 -1.0011 2.8923
O -4.1230 -1.6795 3.8978
O -4.6093 -1.0332 1.7645
H -2.6665 0.3384 -0.5940
H -3.8939 1.5632 0.2134
H -2.4799 2.1454 -0.8017
H -1.5034 2.3127 1.1860
H -3.7064 1.4104 2.3585
H -2.1636 1.8935 3.2157
H -1.0226 -1.7028 3.4364
H -0.3660 -0.3553 2.3911
H -2.3724 -1.5047 0.5719
H -2.0753 -2.9472 1.7588
H -1.2231 -2.5261 -4.6412
H -4.6745 -0.1584 1.3219
C 0.7086 1.9837 -6.0290
O 0.3540 0.7192 -5.4926
C 1.1820 -0.3571 -5.9223
C 2.5124 -0.4838 -5.1528
C 3.5586 0.5473 -5.5672
N 2.3094 -0.3974 -3.7012
H 1.0866 1.9064 -7.0520
H 1.4417 2.4736 -5.3862
H -0.1877 2.6075 -6.0379
H 0.5989 -1.2655 -5.7374
H 1.3449 -0.3103 -7.0061
H 2.9280 -1.4718 -5.3824
H 3.3600 1.5380 -5.1532
H 4.5474 0.2478 -5.2105
H 3.6121 0.6380 -6.6562
H 1.6879 -1.1524 -3.4133
H 1.7627 0.4462 -3.5224
C 8.8006 -1.5819 -3.1555
O 8.0383 -0.3933 -3.0226
C 6.6276 -0.5874 -3.0799
C 5.9951 -1.0567 -1.7544
C 6.2326 -2.5343 -1.4533
N 6.4668 -0.2578 -0.6164
H 8.3338 -2.2969 -3.8386
H 8.9627 -2.0371 -2.1772
H 9.7793 -1.3095 -3.5562
H 6.2076 0.3942 -3.3236
H 6.3623 -1.2518 -3.9119
H 4.9117 -0.9185 -1.8445
H 7.2449 -2.7324 -1.0946
H 5.5477 -2.8772 -0.6735
H 6.0593 -3.1493 -2.3415
H 6.2153 0.7166 -0.7756
H 7.4872 -0.2524 -0.6530
C -3.8458 3.2845 6.3443
O -4.3110 2.2803 5.4573
C -4.7586 1.0880 6.0867
C -6.1960 1.1573 6.6403
C -6.3111 1.9389 7.9467
N -7.1271 1.7300 5.6601
H -3.3431 2.8619 7.2184
H -4.6717 3.9280 6.6517
H -3.1308 3.9069 5.8015
H -4.7366 0.3230 5.3044
H -4.0462 0.7643 6.8553
H -6.5121 0.1299 6.8532
H -6.2677 3.0194 7.7947
H -7.2665 1.7259 8.4333
H -5.5145 1.6603 8.6429
H -7.1222 1.1451 4.8257
H -6.7237 2.6114 5.3393

- E_HOMO: -8.926 eV
- Lowest unoccupied orbital energy: 0.27 eV
- Energy: -53977.18888 eV
- Orbital gap: 9.20 eV
- F_max: 0.1273 Eh/bohr

A molecular structure, C19H46F3N3O6Pd in a non-equilibrium geometry, computed with ωB97M-V with the def2-TZVPD basis set.

CARTESIAN COORDINATES (ANGSTROEM)
Pd 9.2408 -16.8540 -24.4806
C 11.9102 -16.5584 -23.1617
O 10.8433 -17.0619 -22.3201
O 11.3764 -16.4276 -24.3778
C 12.5280 -15.3608 -22.3935
F 12.8643 -15.5853 -21.1050
F 13.7426 -15.0290 -22.9713
F 11.7736 -14.2396 -22.4451
C 11.1217 -17.9149 -21.2265
C 9.8238 -18.6331 -20.8798
H 9.8692 -19.2748 -20.0032
H 9.0691 -17.8571 -20.7226
H 9.4608 -19.1747 -21.7534
H 11.4978 -17.3570 -20.3669
H 11.8509 -18.6959 -21.4755
H 12.6995 -17.3265 -23.1194
C 5.9453 -16.6023 -21.8786
C 6.1974 -17.6761 -22.9532
C 5.0246 -17.7635 -23.8948
O 7.4169 -17.5827 -23.6036
H 5.1761 -17.0187 -21.2297
H 5.6723 -15.6669 -22.3735
H 6.8978 -16.4627 -21.3656
H 6.2842 -18.6150 -22.3748
H 5.1996 -18.5859 -24.5963
H 4.9104 -16.8261 -24.4408
H 4.1098 -18.0711 -23.3814
C 8.9038 -20.6953 -24.3008
C 10.1721 -19.9055 -24.6240
C 11.2584 -20.7653 -25.2839
O 12.4206 -19.9930 -25.3933
C 13.4035 -20.6565 -26.1658
N 9.8414 -18.7572 -25.5434
H 8.2888 -20.2194 -23.5320
H 9.0396 -21.7148 -23.9367
H 8.2104 -20.6964 -25.1469
H 10.5541 -19.4742 -23.6976
H 10.8108 -21.1233 -26.2238
H 11.4382 -21.7063 -24.7473
H 13.7037 -21.5932 -25.6952
H 14.2563 -19.9850 -26.2770
H 13.1026 -20.7861 -27.2113
H 10.7982 -18.6357 -25.8989
H 9.4479 -19.2552 -26.3471
C 8.6289 -22.0388 -28.2823
C 7.4459 -21.3822 -28.9530
C 7.6948 -19.9114 -29.2473
O 8.1844 -19.1129 -28.1725
C 7.1317 -18.6913 -27.3074
N 7.1715 -22.1092 -30.2107
H 9.5591 -21.9414 -28.8463
H 8.5089 -23.1108 -28.1182
H 8.7649 -21.5438 -27.3186
H 6.5737 -21.3806 -28.2870
H 6.7382 -19.5078 -29.6013
H 8.3499 -19.8061 -30.1140
H 6.6851 -19.5007 -26.7284
H 6.3703 -18.1608 -27.8867
H 7.5888 -17.9656 -26.6329
H 6.2190 -21.8375 -30.4593
H 7.0509 -23.1055 -30.0605
C 6.7577 -14.9606 -26.0251
C 8.2314 -14.5527 -26.0910
C 8.7011 -13.8244 -24.8205
O 8.8802 -14.8059 -23.7864
C 8.8060 -14.1785 -22.5092
N 9.0899 -15.7029 -26.3825
H 6.4485 -15.6061 -26.8446
H 6.1842 -14.0309 -26.1108
H 6.4480 -15.3294 -25.0474
H 8.2597 -13.7863 -26.8758
H 7.9539 -13.0705 -24.5690
H 9.6445 -13.3228 -25.0486
H 9.4440 -13.2968 -22.4325
H 9.0588 -14.9107 -21.7473
H 7.7735 -13.8458 -22.3610
H 8.8998 -15.9933 -27.3437
H 10.0348 -15.3469 -26.5642

- Multiplicity: 3
- ΔE to the lowest compared entry with this formula, charge and spin: 0.0 kcal/mol
- E_HOMO (spin up / spin down): -7.595 / -7.425 eV
- Lowest unoccupied orbital energy (spin up / spin down): 0.42 / 0.12 eV
- Energy: -48832.94101 eV
- Expectation value of S²: 2.005
- Orbital gap (spin up / spin down): 8.02 / 7.54 eV
- F_max: 0.0468 Eh/bohr

A molecular structure, C19H46LiN2O15P in a non-equilibrium geometry, computed with ωB97M-V with the def2-TZVPD basis set.

CARTESIAN COORDINATES (ANGSTROEM)
C -2.0735 4.3796 2.5119
N -1.5681 3.1634 2.2077
C -0.2063 3.2707 1.7776
C -1.7501 2.1641 3.3704
C -2.2637 2.5342 0.8960
C -3.7437 1.9000 1.1088
O -4.0132 1.1271 0.0064
H -1.6340 5.0034 3.2854
H -3.1735 4.5633 2.5798
H -2.2966 5.0765 1.4967
H 0.4679 3.8089 2.5116
H -0.3096 3.7086 0.7054
H 0.2203 2.2361 1.5391
H -2.9156 1.9546 3.5796
H -0.9845 2.6343 4.0083
H -1.4615 1.2765 2.9021
H -1.6863 1.7177 0.5230
H -2.3970 3.3184 0.0212
H -4.3646 2.6506 1.3265
H -3.8056 1.0661 1.7926
H -3.4540 0.2568 -0.0866
C -1.1488 -7.2498 -3.6084
N -1.6914 -5.9597 -2.9423
C -2.8485 -5.4210 -3.7247
C -2.0054 -6.2229 -1.5397
C -0.4992 -5.0063 -2.9871
C -0.8583 -3.5594 -2.5140
O 0.2075 -2.7118 -2.7499
H -1.9398 -7.9091 -3.7030
H -0.5155 -7.7022 -2.9062
H -0.6416 -7.0765 -4.6925
H -3.6694 -6.0244 -3.6922
H -2.8174 -5.4833 -4.9076
H -3.3315 -4.6916 -3.2133
H -2.8043 -7.0312 -1.6085
H -2.4419 -5.3976 -1.0515
H -1.0778 -6.5640 -1.0346
H -0.1308 -5.1691 -3.9811
H 0.2707 -5.4433 -2.5336
H -1.3232 -3.3576 -1.6245
H -1.5799 -3.0512 -3.2345
H 0.3207 -2.0484 -2.0271
Li 0.7875 0.2890 -0.4114
P -1.1031 -1.1291 0.3470
O -0.4058 -0.0317 1.0790
O -0.1372 -1.1498 -1.0344
O -2.5045 -0.7206 0.0606
O -0.9114 -2.3509 1.0455
C 4.2219 3.2206 6.1533
O 3.9894 1.9992 5.6151
C 2.9791 1.9069 4.5336
O 2.3672 2.9439 4.2854
O 2.8299 0.7317 4.0051
C 1.8999 0.6398 2.8918
H 4.8870 3.0216 7.1064
H 3.2455 3.7915 6.3280
H 4.7731 4.0565 5.6677
H 2.0296 1.2128 2.0795
H 0.8618 0.6834 3.2231
H 2.0624 -0.3992 2.4508
C 4.3261 2.2757 -0.1172
O 4.2569 0.9756 0.1911
C 3.4513 0.1076 -0.2858
O 2.6338 0.4897 -0.9636
O 3.5854 -1.1184 0.2743
C 2.5832 -2.0599 0.0099
H 4.3279 2.4822 -1.2937
H 5.2155 2.7834 0.0182
H 3.3255 2.6153 0.4427
H 2.2115 -1.9684 -0.9832
H 1.6626 -1.8339 0.4945
H 2.9144 -3.0324 0.1517
C -1.1587 0.9276 -2.9364
O -0.7521 2.2517 -3.3266
C 0.1828 2.8438 -2.5463
O 0.5283 2.4889 -1.5624
O 0.4289 4.0442 -3.1924
C 1.4150 4.9165 -2.5642
H -0.5412 -0.0622 -2.8879
H -1.9602 0.8370 -3.5090
H -1.3295 1.0294 -1.8104
H 2.3830 4.7381 -2.7707
H 1.2081 4.7318 -1.4139
H 1.1679 6.0909 -2.6319

- ΔE to the lowest compared entry with this formula, charge and spin: 37.8 kcal/mol
- E_HOMO: -6.304 eV
- Lowest unoccupied orbital energy: -0.17 eV
- Energy: -63625.99534 eV
- Orbital gap: 6.13 eV
- F_max: 0.2457 Eh/bohr

A molecular structure, C19H46LiN2O15P in a non-equilibrium geometry, computed with ωB97M-V with the def2-TZVPD basis set.

CARTESIAN COORDINATES (ANGSTROEM)
C -3.5867 -4.9416 1.3879
N -3.4277 -5.3176 -0.1281
C -2.6397 -6.5196 -0.0581
C -4.8437 -5.5636 -0.5931
C -2.7097 -4.2736 -0.8481
C -3.3647 -2.9496 -1.0041
O -2.6287 -2.0086 -1.7641
H -2.7017 -4.5356 1.9929
H -3.8357 -5.7066 2.1939
H -4.3027 -4.0536 1.5029
H -1.6537 -6.4436 0.0979
H -2.4887 -6.7356 -1.1031
H -3.1967 -7.3686 0.4289
H -5.4117 -4.6146 -0.5621
H -5.2857 -6.2176 0.0259
H -5.0017 -6.0396 -1.5011
H -2.5177 -4.7166 -1.9151
H -1.6737 -4.2106 -0.6141
H -3.5377 -2.4126 -0.1801
H -4.2347 -3.0766 -1.4951
H -1.6447 -1.6686 -1.3001
C 2.0913 2.1724 1.9109
N 2.9293 1.7784 3.0029
C 2.3513 0.4834 3.5709
C 4.2933 1.4064 2.4479
C 2.8803 2.8324 4.0129
C 3.8823 2.6814 5.1949
O 3.3653 3.5634 6.3099
H 1.2383 2.4504 2.0599
H 1.9633 1.2894 1.4519
H 2.8953 2.8624 1.3689
H 1.8603 -0.1886 2.7079
H 1.5863 0.7234 4.0309
H 2.8433 0.0154 4.3629
H 4.2093 0.6254 1.8619
H 4.8503 0.9074 3.3759
H 4.8893 2.3494 2.0869
H 1.9563 2.9094 4.3599
H 3.0563 3.7544 3.4939
H 4.8783 2.8054 5.0149
H 3.9923 1.6564 5.4279
H 2.5773 3.2714 6.9259
Li -0.2537 0.4164 -0.1621
P -0.7297 -1.6896 1.1799
O -0.1447 -0.3586 1.4439
O -0.8697 -1.2726 -0.3441
O -2.0707 -1.7436 1.8339
O 0.1713 -2.8656 1.2899
C 2.8663 3.1114 -2.0281
O 3.5083 1.9884 -1.5071
C 2.7693 0.9274 -1.1191
O 1.5793 0.8904 -1.0671
O 3.5023 -0.0546 -0.6701
C 2.8493 -1.2796 -0.1881
H 3.4333 3.4854 -2.9231
H 2.9203 3.9504 -1.4021
H 1.8123 3.2264 -2.2601
H 3.6493 -1.9996 -0.0411
H 2.0453 -1.7086 -0.6331
H 2.3203 -0.9916 0.8149
C -0.6927 3.5404 -5.7591
O -0.9827 2.2064 -5.3671
C -0.1067 1.4424 -4.7221
O 1.0763 1.8814 -4.6151
O -0.5147 0.3394 -4.3411
C 0.2543 -0.5866 -3.6581
H -0.3787 4.0644 -5.1051
H -1.4817 4.0184 -6.3621
H 0.3113 3.6034 -6.3531
H -0.0377 -1.5986 -4.0021
H 0.5523 -0.5156 -2.7281
H 1.1713 -0.6196 -4.2391
C -3.2327 1.1714 0.0889
O -3.0077 2.5644 -0.0361
C -1.7987 3.1254 -0.4151
O -0.8317 2.4394 -0.7091
O -1.8627 4.4024 -0.5181
C -0.7537 5.2574 -0.7201
H -4.2867 0.7604 0.1719
H -2.5327 0.6664 0.7049
H -2.9077 0.7454 -0.8761
H -0.7717 6.0434 -0.1621
H -0.5097 5.4314 -1.7451
H 0.0613 4.6124 -0.2891

- ΔE to the lowest compared entry with this formula, charge and spin: 75.1 kcal/mol
- E_HOMO: -5.417 eV
- Lowest unoccupied orbital energy: -0.06 eV
- Energy: -63624.37442 eV
- Orbital gap: 5.35 eV
- F_max: 0.2367 Eh/bohr

3 unconnected molecules or ions with the total composition C19H46O8P in a non-equilibrium geometry, computed with ωB97M-V with the def2-TZVPD basis set.

CARTESIAN COORDINATES (ANGSTROEM)
C -1.8672 2.6447 -2.9569
C -1.6565 3.2694 -4.3479
C -2.6044 2.5647 -5.3489
C -1.9342 4.7788 -4.2577
C -1.0390 5.6596 -5.1252
C 0.4202 5.7460 -4.6949
C 1.2473 6.4783 -5.8049
O 1.9333 5.5103 -6.5599
P 1.7989 3.8679 -5.9380
O 1.0734 4.5409 -4.4768
H -1.6416 1.5828 -3.0045
H -2.9100 2.8051 -2.6845
H -1.2025 3.1339 -2.2521
H -0.6452 3.0592 -4.6604
H -3.5031 3.1469 -5.5273
H -2.0782 2.3957 -6.2842
H -2.8597 1.5877 -4.9508
H -1.8809 5.0926 -3.2160
H -2.9707 4.9343 -4.5634
H -1.4304 6.6787 -5.0589
H -1.1289 5.3783 -6.1689
H 0.5579 6.3526 -3.7971
H 1.9849 7.1214 -5.3146
H 0.6044 7.0234 -6.4975
H 2.3739 3.3768 -7.1750
H 3.1139 4.0107 -5.3337
H 1.6835 2.5310 -5.3628
H 0.4806 3.7128 -6.5339
C 1.9462 0.4539 1.6590
O 0.7477 -0.2740 1.4988
C -0.3223 0.4982 0.9784
C -1.1655 -0.3135 0.0215
O -0.5497 -0.6131 -1.2194
C 0.5294 -1.5339 -1.2362
C 0.1669 -2.9689 -0.9196
O -0.0941 -3.1554 0.4655
C -1.0916 -4.1104 0.7407
H 1.8827 1.1388 2.5128
H 2.7442 -0.2655 1.8419
H 2.1915 1.0201 0.7551
H 0.0499 1.3930 0.4694
H -0.9622 0.8171 1.8134
H -2.0352 0.2968 -0.2347
H -1.5414 -1.2211 0.4986
H 1.3546 -1.1969 -0.6082
H 0.8834 -1.5108 -2.2693
H 1.0141 -3.6105 -1.1966
H -0.7004 -3.2625 -1.5214
H -1.9849 -3.9420 0.1286
H -1.3666 -4.0050 1.7901
H -0.7247 -5.1299 0.5709
C -1.1911 -1.4680 4.7034
O -0.4667 -2.6710 4.5744
C 0.8796 -2.4767 4.1620
C 1.8236 -3.4291 4.8584
O 2.0440 -3.1587 6.2363
C 1.0124 -3.4523 7.1603
C 0.7808 -4.9252 7.4158
O 0.1377 -5.5553 6.3216
C 0.5447 -6.8868 6.1118
H -1.4237 -1.0408 3.7216
H -2.1217 -1.6988 5.2214
H -0.6367 -0.7321 5.2968
H 1.1999 -1.4475 4.3561
H 0.9337 -2.6502 3.0801
H 2.8033 -3.3014 4.3920
H 1.5265 -4.4674 4.7000
H 0.0811 -2.9489 6.8937
H 1.3579 -3.0191 8.1026
H 0.1393 -5.0292 8.3019
H 1.7427 -5.4064 7.6273
H 1.6369 -6.9758 6.1154
H 0.1790 -7.1917 5.1325
H 0.1250 -7.5564 6.8719

- ΔE to the lowest compared entry with this formula, charge and spin: 6.0 kcal/mol
- E_HOMO: -3.680 eV
- Lowest unoccupied orbital energy: 2.05 eV
- Energy: -46113.55961 eV
- Total charge: -1
- Orbital gap: 5.73 eV
- F_max: 0.0262 Eh/bohr